14
Properties=species:S:1:pos:R:3:mulliken_charge:R:1 method="wB97M-V/def2-TZVPD" charge=0 max_force_ha_per_bohr=0.10139 orbital_gap_ev="6.79 / 6.82" total_energy_ev=-22849.5114 e_above_lowest_kcal_mol=113.85 spin_multiplicity=1
C 1.10 -0.59 -0.82 -1.062
H 1.96 0.20 -1.16 0.296
H 1.73 -1.56 -0.80 0.329
H -0.89 1.13 -0.43 0.127
C 0.63 -0.13 0.50 0.529
H -0.43 1.58 1.13 0.417
P -2.45 -0.64 0.18 0.099
H -0.16 -2.13 0.91 0.307
H 1.48 0.05 1.11 0.289
H 0.80 1.84 -0.16 0.497
H 0.34 -0.50 -1.69 0.238
P -3.90 0.60 -0.24 0.031
C -0.25 -1.06 1.25 -0.703
C 0.04 1.23 0.23 -1.392